# 1
Entry from the Open Molecules 2025 dataset: a structure of composition C34H44Br12N8O8Zn at a distorted geometry (ωB97M-V with the def2-TZVPD basis set).

XYZ file:
```
107
C34H44Br12N8O8Zn | the Open Molecules 2025 dataset | ωB97M-V with the def2-TZVPD basis set
Zn -3.062 -18.186 5.318
C -4.917 -16.349 3.858
O -4.408 -16.812 5.056
H -5.977 -16.579 3.737
H -4.835 -15.272 3.731
H -4.407 -16.783 3.005
C -3.838 -20.153 7.268
O -2.904 -19.721 6.371
H -3.637 -19.873 8.370
H -4.834 -19.589 7.250
H -4.054 -21.234 7.183
C -5.751 -25.403 9.533
N -5.112 -25.509 10.898
O -5.623 -26.251 11.716
O -4.148 -24.779 11.129
H -6.829 -25.373 9.732
H -5.564 -26.319 8.990
H -5.221 -24.532 9.073
C -5.966 -16.038 10.781
N -6.836 -17.225 10.670
O -6.580 -18.195 11.349
O -7.811 -17.041 9.962
H -6.466 -15.447 11.605
H -6.062 -15.487 9.826
H -4.931 -16.386 10.990
C -0.299 -21.038 8.850
N 0.304 -19.836 9.329
O 1.506 -19.810 9.437
O -0.474 -18.907 9.566
H -0.850 -21.482 9.621
H 0.457 -21.628 8.354
H -1.013 -20.688 8.098
N -7.356 -19.339 5.150
C -8.608 -19.643 4.845
C -9.686 -18.915 5.362
C -9.422 -17.904 6.298
C -8.140 -17.529 6.481
C -7.095 -18.244 5.843
H -8.737 -20.490 4.211
H -10.698 -19.150 5.155
H -10.218 -17.326 6.681
H -7.847 -16.726 7.142
H -6.088 -18.010 6.151
N 0.459 -21.375 11.995
C 0.423 -20.324 12.852
C -0.468 -20.247 13.937
C -1.345 -21.351 14.104
C -1.346 -22.383 13.195
C -0.454 -22.325 12.096
H 1.205 -19.625 12.724
H -0.439 -19.483 14.678
H -1.924 -21.501 15.020
H -1.947 -23.247 13.247
H -0.448 -23.127 11.388
N -1.276 -17.008 5.442
C -1.443 -15.698 5.006
C -0.531 -14.684 5.270
C 0.491 -15.021 6.125
C 0.690 -16.318 6.610
C -0.281 -17.284 6.290
H -2.309 -15.482 4.377
H -0.668 -13.641 4.913
H 1.216 -14.197 6.427
H 1.558 -16.573 7.202
H -0.210 -18.247 6.799
N -2.941 -19.149 3.248
C -1.902 -19.004 2.457
C -1.849 -19.582 1.209
C -3.048 -20.088 0.697
C -4.184 -20.168 1.489
C -4.101 -19.610 2.735
H -0.954 -18.561 2.888
H -0.958 -19.445 0.517
H -3.175 -20.266 -0.321
H -5.159 -20.492 1.098
H -4.975 -19.652 3.387
N -4.227 -16.821 8.116
C -4.583 -15.528 7.929
C -3.905 -14.458 8.358
C -2.794 -14.670 9.207
C -2.408 -15.975 9.448
C -3.096 -17.016 8.770
H -5.484 -15.342 7.372
H -4.200 -13.458 7.997
H -2.224 -13.851 9.680
H -1.633 -16.349 10.067
H -2.746 -18.024 9.002
C -6.088 -22.085 4.943
Br -6.618 -22.238 3.100
Br -4.396 -22.835 5.063
Br -7.453 -22.775 6.210
H -6.086 -21.027 5.150
C -4.336 -17.403 14.152
Br -5.192 -15.906 15.106
Br -4.167 -18.869 15.347
Br -2.703 -17.002 13.229
H -5.109 -17.685 13.453
C -1.039 -22.166 5.162
Br -1.078 -22.894 3.435
Br 0.505 -20.978 5.582
Br -1.055 -23.510 6.593
H -1.920 -21.539 5.307
C -7.147 -21.490 12.688
Br -5.237 -21.820 12.718
Br -7.740 -21.071 14.465
Br -8.258 -22.973 12.096
H -7.240 -20.609 12.106
```

Calculated values
Kohn-Sham gap, eV: 8.2
Energy relative to the best compared isomer or geometry (same formula, charge and spin), kcal/mol: 0.0
DFT total energy, eV: -953189.19091
Lowest unoccupied orbital energy, hartree: -0.0059
HOMO, eV: -8.334


# 2
Entry from the Open Molecules 2025 dataset: the ion C20H19N3O3 with charge +2 at a distorted geometry (ωB97M-V with the def2-TZVPD basis set).

XYZ file:
```
45
C20H19N3O3 | the Open Molecules 2025 dataset | ωB97M-V with the def2-TZVPD basis set
O 1.085 -3.375 -2.617
C 0.537 -2.465 -3.197
C 0.062 -2.532 -4.514
C 0.202 -1.565 -5.591
C -0.168 -1.811 -6.903
C -1.012 -2.880 -7.290
C -1.183 -3.809 -6.208
C -0.617 -3.636 -4.891
C 0.124 -1.409 -2.263
C -0.767 -0.488 -2.682
C -1.183 0.487 -1.780
C -0.707 0.635 -0.508
N 0.206 -0.285 -0.125
C 0.722 -0.225 1.274
O -0.385 -0.078 2.223
C 0.205 0.171 3.483
N -0.325 1.478 4.123
C -1.618 1.546 4.496
C -2.188 2.626 5.164
C -1.469 3.800 5.273
C -0.130 3.801 4.801
C 0.457 2.639 4.238
C 1.915 2.613 4.067
N 2.686 1.727 4.697
O 4.018 1.382 4.218
C 0.723 -1.245 -0.965
H 0.900 -0.720 -5.429
H 0.136 -1.036 -7.505
H -1.466 -2.921 -8.262
H -1.795 -4.679 -6.459
H -0.838 -4.413 -4.127
H -1.105 -0.389 -3.639
H -1.904 1.294 -2.010
H -1.207 1.278 0.257
H 1.417 -1.045 1.504
H 1.387 0.580 1.445
H 0.143 -0.777 4.104
H 1.308 0.257 3.323
H -2.116 0.599 4.423
H -3.295 2.610 5.340
H -1.847 4.669 5.842
H 0.457 4.663 5.040
H 2.362 3.363 3.367
H 4.749 1.430 4.860
H 1.527 -1.867 -0.598
```

Calculated values
SMILES: O=C(c1ccccc1)c1ccc[n+](COC[n+]2ccccc2/C=N/O)c1
Kohn-Sham gap, eV: 6.4
Energy relative to the best compared isomer or geometry (same formula, charge and spin), kcal/mol: 20.2
DFT total energy, eV: -31639.88840
Lowest unoccupied orbital energy, hartree: -0.2667
HOMO, eV: -13.705
Total charge: +2


# 3
Entry from the Open Molecules 2025 dataset: a cluster of 2 separate species, C4H12N6O in total (ωB97M-V with the def2-TZVPD basis set).

XYZ file:
```
23
C4H12N6O | the Open Molecules 2025 dataset | ωB97M-V with the def2-TZVPD basis set
H 2.449 -2.588 2.127
N 3.157 -1.840 2.200
C 2.692 -0.763 1.711
N 3.399 0.438 1.834
N 1.464 -0.646 1.037
N 0.492 0.268 1.375
C 0.736 1.347 1.991
H 4.342 0.214 2.132
H 3.333 1.043 1.017
H 1.038 -1.528 0.836
H 1.714 1.632 2.356
H -0.109 1.989 2.226
H -3.971 -2.050 -1.116
N -3.279 -1.311 -1.149
C -3.554 -0.500 -2.090
N -2.778 0.565 -2.470
O -1.951 1.086 -1.491
C -0.625 0.581 -1.669
H -4.403 -0.609 -2.781
H -3.245 1.325 -2.948
H -0.220 0.886 -2.647
H -0.660 -0.517 -1.622
H -0.023 0.978 -0.860
```

Calculated values
SMILES: [H]/N=C(/N)NN=C.[H]/N=C/NOC
Kohn-Sham gap, eV: 10.0
Energy relative to the best compared isomer or geometry (same formula, charge and spin), kcal/mol: 46.9
DFT total energy, eV: -15327.09046
Lowest unoccupied orbital energy, hartree: 0.0309
HOMO, eV: -9.136


# 4
Entry from the Open Molecules 2025 dataset: an isolated molecule of C8H5Cl4N at a distorted geometry (ωB97M-V with the def2-TZVPD basis set).

XYZ file:
```
18
C8H5Cl4N | the Open Molecules 2025 dataset | ωB97M-V with the def2-TZVPD basis set
C -2.339 0.451 -0.011
C -2.244 -0.926 0.131
C -1.195 1.223 -0.088
C -1.010 -1.546 0.154
C 0.047 0.608 -0.071
C 0.145 -0.780 0.035
C 1.354 1.355 -0.117
C 1.470 -1.406 -0.039
N 2.392 0.581 -0.491
Cl 1.189 2.746 -1.289
Cl 1.497 2.170 1.545
Cl 1.841 -2.286 -1.442
Cl 2.233 -1.942 1.389
H -3.305 0.929 -0.057
H -3.136 -1.524 0.215
H -1.255 2.299 -0.170
H -0.931 -2.616 0.265
H 3.246 0.665 0.042
```

Calculated values
Kohn-Sham gap (spin up / spin down), eV: 8.3 / 8.3
Energy relative to the best compared isomer or geometry (same formula, charge and spin), kcal/mol: 0.0
DFT total energy, eV: -59954.93554
Lowest unoccupied orbital energy (spin up / spin down), hartree: -0.0376 / -0.0377
HOMO (spin up / spin down), eV: -9.310 / -9.306